(1)
Molecular formula: C4H11NS
Method: DFT, ωB97M-V/def2-TZVPD

Each line ends with the Löwdin charge.
Cartesian coordinates (Å):
C1 0.794 -2.363 -2.666  -0.2613
S1 0.998 -1.415 -1.110  1.1277
C2 2.732 -0.985 -1.233  -0.3232
H1 0.988 -1.676 -3.504  0.0851
H2 -0.241 -2.694 -2.580  0.0573
H3 1.608 -3.098 -2.675  0.0755
H4 3.371 -1.720 -1.719  0.0702
H5 2.889 -0.062 -1.827  0.0917
H6 3.184 -0.794 -0.255  0.0683
C3 -2.854 2.468 2.262  -0.1452
C4 -1.068 1.010 2.158  -0.1052
N1 -2.160 1.274 2.774  -0.0705
H7 -3.773 2.670 2.803  0.0669
H8 -3.127 2.349 1.214  0.0701
H9 -2.175 3.336 2.270  0.0773
H10 -0.806 -0.035 2.304  0.0507
H11 -0.361 1.736 1.783  0.0646

net charge = +1
2S+1 = 2
expectation value of S² = 0.75
HOMO-LUMO gap (alpha / beta) = 8.01 / 3.05 eV


(2)
Molecular formula: ClH12Na3O10
Method: DFT, ωB97M-V/def2-TZVPD

Each line ends with the Löwdin charge.
Cartesian coordinates (Å):
Na1 -2.278 -2.102 -3.226  0.9047
Na2 3.640 -2.152 -2.569  0.8838
Na3 1.347 -5.062 0.367  0.9054
Cl1 0.820 -1.018 -0.741  0.7115
O1 1.713 -0.442 -1.742  -0.3447
O2 0.779 -0.176 0.393  -0.2647
O3 -0.535 -1.121 -1.278  -0.3537
O4 1.302 -2.342 -0.280  -0.4014
O5 0.976 -2.167 3.008  -0.0583
H1 0.480 -1.392 3.310  0.0588
H2 1.427 -1.851 2.215  -0.0095
O6 1.628 2.594 1.381  -0.0685
H3 2.025 1.724 1.484  0.0104
H4 1.474 2.694 0.414  -0.0150
O7 1.604 2.766 -1.416  -0.0349
H5 2.216 3.480 -1.646  0.0809
H6 1.958 1.980 -1.845  0.0241
O8 -0.989 2.758 0.147  -0.0595
H7 -1.861 2.346 0.266  0.0037
H8 -0.351 2.039 0.215  -0.0229
O9 -2.706 -1.849 1.044  -0.0436
H9 -1.962 -2.451 0.942  0.0143
H10 -2.342 -0.966 0.879  0.0115
O10 -3.260 0.937 -0.103  -0.0342
H11 -3.953 1.521 -0.447  0.0789
H12 -3.155 0.253 -0.771  0.0229

net charge = +2
HOMO-LUMO gap = 5.77 eV


(3)
Molecular formula: C16H15N3OS
Method: DFT, ωB97M-V/def2-TZVPD

Each line ends with the Löwdin charge.
Cartesian coordinates (Å):
C1 -2.100 -3.007 -0.096  -0.0369
C2 -2.335 -1.532 -0.141  -0.1856
C3 -1.416 -0.637 0.368  -0.1311
C4 -1.762 0.732 0.401  -0.2730
N1 -1.039 1.721 0.926  -0.2263
S1 -1.836 3.104 0.708  1.0124
N2 -3.130 2.520 -0.043  -0.2390
C5 -2.998 1.199 -0.163  -0.3545
C6 -3.888 0.275 -0.736  -0.0144
C7 -3.545 -1.046 -0.697  -0.0259
H1 -4.227 -1.775 -1.109  0.1122
H2 -4.811 0.617 -1.174  0.1124
N3 -0.160 -0.982 0.890  0.1616
C8 0.789 -1.716 0.238  -0.4832
O1 0.588 -2.311 -0.796  0.0752
C9 2.131 -1.755 0.953  -0.0965
H3 2.029 -2.381 1.843  0.1232
H4 2.828 -2.254 0.278  0.1187
C10 2.662 -0.370 1.354  -0.1456
C11 2.358 0.704 0.339  -0.2470
C12 1.948 1.962 0.762  -0.0758
C13 1.654 2.957 -0.154  -0.1167
C14 1.757 2.702 -1.510  -0.0905
C15 2.173 1.454 -1.941  -0.0712
C16 2.478 0.464 -1.024  -0.0359
H5 2.801 -0.503 -1.378  0.1160
H6 2.259 1.248 -2.998  0.1041
H7 1.516 3.472 -2.228  0.1011
H8 1.335 3.928 0.194  0.0958
H9 1.853 2.168 1.818  0.1103
H10 3.746 -0.443 1.484  0.1233
H11 2.249 -0.072 2.322  0.1104
H12 0.178 -0.305 1.562  0.1297
H13 -3.025 -3.550 -0.274  0.0776
H14 -1.695 -3.294 0.873  0.0895
H15 -1.367 -3.294 -0.849  0.0754

HOMO-LUMO gap = 7.93 eV


(4)
Molecular formula: C6H14O
Method: DFT, ωB97M-V/def2-TZVPD

Each line ends with the Löwdin charge.
Cartesian coordinates (Å):
C1 -1.453 1.916 1.258  -0.1191
C2 -0.511 0.663 1.160  -0.2349
C3 0.217 0.837 -0.184  -0.1160
C4 0.438 -0.025 -1.188  -0.3603
C5 1.347 0.453 -2.305  -0.0803
C6 -0.134 -1.401 -1.292  -0.0663
H1 -2.129 1.687 2.100  0.0627
H2 -2.063 2.114 0.361  0.0766
H3 -0.882 2.827 1.504  0.0705
H4 0.265 0.601 1.946  0.1052
H5 -1.144 -0.243 1.240  0.0956
H6 0.732 1.805 -0.257  0.1046
H7 0.718 0.612 -3.197  0.0817
H8 2.149 -0.258 -2.561  0.0817
H9 1.806 1.416 -2.023  0.0724
H10 0.286 -2.143 -0.593  0.0776
H11 0.054 -1.743 -2.324  0.0764
H12 -1.224 -1.346 -1.133  0.0833
O1 0.858 -2.700 2.662  -0.0853
H13 0.391 -1.839 2.758  0.0294
H14 0.279 -3.231 2.070  0.0445

structure (SMILES) = CCC=C(C)C.O
HOMO-LUMO gap = 9.62 eV


(5)
Molecular formula: H12O6
Method: DFT, ωB97M-V/def2-TZVPD

Each line ends with the Löwdin charge.
Cartesian coordinates (Å):
O1 1.170 1.205 2.114  -0.0806
H1 1.241 0.836 1.233  -0.0700
H2 1.333 2.140 1.997  0.0197
O2 1.495 -1.869 -0.775  0.0304
H3 2.310 -2.196 -0.395  0.1192
H4 1.365 -2.401 -1.560  0.1135
O3 0.122 -0.855 -1.967  -0.0859
H5 -0.088 0.012 -1.622  0.0029
H6 0.592 -1.290 -1.256  -0.2006
O4 0.792 0.620 -0.189  -0.0547
H7 0.519 -0.272 0.026  0.0188
H8 -0.028 1.105 -0.289  0.0321
O5 -1.303 -0.807 0.887  -0.0272
H9 -2.237 -0.865 0.682  0.0507
H10 -1.049 -1.703 1.106  0.0548
O6 -1.914 1.822 -0.200  -0.0287
H11 -2.735 1.804 0.294  0.0519
H12 -1.585 2.713 -0.086  0.0536

HOMO-LUMO gap = 9.84 eV


(6)
Molecular formula: C2H4OS
Method: DFT, ωB97M-V/def2-TZVPD

Each line ends with the Löwdin charge.
Cartesian coordinates (Å):
O1 -0.458 -0.720 2.072  0.0742
C1 -0.026 0.158 1.409  -0.3143
C2 -0.059 0.159 -0.192  -0.4357
S1 0.774 -1.271 -1.297  0.5426
H1 0.296 1.205 1.624  0.1165
H2 -1.204 0.124 -0.401  0.0934
H3 0.310 1.099 -0.631  0.0404
H4 0.367 -0.754 -2.584  -0.1172

structure (SMILES) = O=CCS
HOMO-LUMO gap = 9.71 eV


(7)
Molecular formula: CH4NOS
Method: DFT, ωB97M-V/def2-TZVPD

Each line ends with the Löwdin charge.
Cartesian coordinates (Å):
S1 -2.262 0.895 1.753  -0.3011
H1 -2.245 -0.422 1.722  -0.5029
C1 1.276 -0.223 -0.921  -0.4540
N1 0.112 0.030 -0.292  0.1037
O1 1.923 -1.241 -0.756  -0.0409
H2 1.568 0.579 -1.616  0.1116
H3 -0.113 -0.562 0.495  0.0593
H4 -0.259 0.944 -0.387  0.0243

net charge = -1
HOMO-LUMO gap = 6.66 eV


ΔE to the lowest compared entry with this formula, charge and spin, record by record: 48.03, 0.00, 0.00, 26.15, 96.78, 35.71, 6.17 kcal per mole